[1]
Formula: C23H32CdCl2N3O7PS2
Source: OMol25
Level of theory: ωB97M-V/def2-TZVPD

The geometry in XYZ format:
```
71
Properties=species:S:1:pos:R:3:forces:R:3
Cd 0.4250 0.1566 -0.0346 -0.184 0.575 0.335
Cl -1.3565 -1.7470 -2.3171 0.003 -0.202 -0.009
C -0.4991 -1.8555 -3.8652 -0.194 -0.064 -0.033
Cl 1.2418 -2.0760 -3.6531 0.052 -0.016 0.018
H -0.6518 -0.9277 -4.4050 0.058 -0.050 -0.001
H -0.8786 -2.7200 -4.3957 -0.030 0.010 -0.018
O 0.2824 0.9318 -4.6056 -0.026 0.022 -0.035
C -0.7671 1.7904 -4.6392 -0.067 0.057 0.026
C -1.2227 2.2132 -5.8866 0.001 -0.007 0.009
C -2.2951 3.0832 -5.9860 0.006 -0.008 -0.002
C -2.9229 3.5420 -4.8328 0.014 0.000 0.017
C -2.4735 3.1169 -3.5939 -0.020 0.016 -0.016
C -1.3997 2.2346 -3.4625 0.039 -0.025 -0.003
C -0.9443 1.7741 -2.1223 0.071 -0.031 -0.088
O 0.1149 0.9836 -2.0898 -0.073 -0.187 -0.089
N -1.6254 2.1871 -1.0970 -0.070 -0.039 0.094
N -1.2312 1.6742 0.1138 0.175 0.077 -0.079
C -1.5057 2.4627 1.1599 -0.231 -0.076 -0.115
S -1.6559 1.7882 2.7977 0.009 0.077 -0.076
C -1.2559 3.3775 3.6388 -0.004 -0.043 0.024
C -0.9968 4.4560 2.5890 -0.010 0.034 -0.023
S -2.0322 4.1233 1.1204 0.068 -0.060 0.038
H 0.4406 0.7675 -3.6266 0.123 0.244 0.106
H -0.7099 1.8464 -6.7677 0.004 0.000 0.005
H -2.6380 3.4052 -6.9626 0.008 0.001 0.007
H -3.7554 4.2316 -4.8995 0.000 -0.007 0.002
H -2.9433 3.4612 -2.6819 0.005 -0.006 -0.004
H -0.3774 3.2347 4.2683 0.002 0.027 -0.011
H -2.1170 3.6227 4.2590 0.010 0.014 0.006
H 0.0437 4.4228 2.2701 0.020 0.013 0.017
H -1.2392 5.4443 2.9838 0.017 -0.010 0.011
C 3.2193 -0.2596 2.5564 0.028 0.006 -0.006
C 2.0300 0.6295 2.8778 -0.067 -0.026 -0.019
C 1.9981 0.9956 4.3507 0.004 0.012 0.021
O 0.8568 -0.1461 2.5561 0.056 -0.038 -0.023
C 2.0823 1.8941 1.9645 -0.090 0.033 -0.053
O 2.3426 2.9763 2.4943 0.041 -0.030 -0.030
O 1.8702 1.6800 0.7284 0.157 -0.095 0.140
H 3.1903 -1.1626 3.1737 0.005 0.007 0.003
H 4.1478 0.2760 2.7611 0.000 -0.008 0.006
H 3.2025 -0.5472 1.5061 -0.007 0.004 -0.006
H 2.0511 0.0899 4.9612 -0.021 0.003 -0.008
H 1.0766 1.5289 4.5895 0.016 0.005 -0.003
H 2.8304 1.6544 4.5912 0.004 -0.017 0.006
H 0.0720 0.4102 2.7484 0.011 -0.023 0.024
O 1.4706 -1.8449 -0.0317 0.041 -0.043 -0.115
N 0.8511 -2.9182 0.3825 0.034 0.030 -0.011
C 0.4717 -3.0299 1.6675 0.013 -0.019 0.074
C -0.1582 -4.1775 2.1023 0.019 0.046 0.023
C -0.4139 -5.2101 1.2173 -0.030 -0.037 0.004
C -0.0143 -5.0647 -0.1021 0.022 0.029 -0.032
C 0.6204 -3.9082 -0.4977 -0.047 -0.101 -0.051
H 0.6868 -2.1590 2.2741 -0.035 0.005 -0.007
H -0.4520 -4.2386 3.1407 0.004 0.002 0.004
H -0.9147 -6.1107 1.5463 0.008 0.000 0.001
H -0.1884 -5.8384 -0.8361 -0.002 -0.003 -0.003
H 0.9644 -3.6994 -1.4989 -0.011 0.003 0.013
C -3.7760 -2.7011 0.1015 -0.010 -0.009 -0.004
P -3.0343 -1.2731 0.9302 0.053 0.052 0.022
C -3.6180 -1.3750 2.6317 0.003 0.012 0.023
C -3.8462 0.1534 0.2137 -0.026 0.008 -0.009
O -1.5408 -1.3018 0.8535 0.058 -0.117 -0.091
H -4.8320 -2.7916 0.3614 0.006 -0.005 -0.017
H -3.2439 -3.6050 0.4017 -0.005 0.009 0.020
H -3.6817 -2.5823 -0.9776 0.007 -0.016 -0.006
H -4.7081 -1.3516 2.6757 0.010 -0.002 0.002
H -3.2163 -0.5183 3.1755 -0.018 -0.013 0.009
H -3.2517 -2.2970 3.0856 -0.001 0.004 -0.003
H -4.9184 -0.0426 0.1357 0.005 0.007 -0.003
H -3.4242 0.3620 -0.7714 -0.012 0.003 0.005
H -3.6687 1.0324 0.8348 0.000 -0.009 -0.011
```
Positions in Å, forces in eV/Å.

Computed properties:
- max |F| (eV Å⁻¹) = 0.69
- E_LUMO (spin up / spin down) (Ha) = 0.0756 / 0.0755
- multiplicity = 2
- charge = -1
- ⟨S²⟩ = 0.7686

***

[2]
Formula: C6H4CoN2O3
Source: OMol25
Level of theory: ωB97M-V/def2-TZVPD

The geometry in XYZ format:
```
16
Properties=species:S:1:pos:R:3:forces:R:3
O 0.0012 2.8755 -1.0608 -0.004 -4.779 1.371
C 0.0004 1.7785 -0.7121 0.010 5.845 -1.437
Co -0.0021 -0.0748 0.0143 -0.002 2.740 3.831
C 1.4086 -0.8584 -0.6734 9.267 -4.655 -3.520
C -1.4110 -0.8563 -0.6791 -9.267 -4.663 -3.531
O 2.3865 -1.3828 -1.0206 -4.934 2.547 1.652
O -2.3887 -1.3812 -1.0261 4.932 2.550 1.646
N -0.0296 -0.3302 4.0695 0.003 0.252 -1.281
C 0.0141 -1.6934 3.8006 -0.012 0.539 -0.580
C 0.0310 -1.8228 2.4434 -0.024 0.703 0.378
N -0.0027 -0.5344 1.8972 0.007 0.252 -0.371
C -0.0388 0.3456 2.8913 0.003 -0.611 1.477
H -0.0518 0.1193 4.9818 0.009 -0.232 -0.134
H 0.0295 -2.4485 4.5616 0.000 -0.031 0.214
H 0.0631 -2.6888 1.8066 0.004 -0.177 0.180
H -0.0706 1.4274 2.8011 0.008 -0.278 0.103
```
Positions in Å, forces in eV/Å.

Computed properties:
- max |F| (eV Å⁻¹) = 10.96
- E_LUMO (spin up / spin down) (Ha) = -0.3342 / -0.4475
- multiplicity = 4
- charge = +2
- ⟨S²⟩ = 3.7651

***

[3]
Formula: C5H11O3
Source: OMol25
Level of theory: ωB97M-V/def2-TZVPD

The geometry in XYZ format:
```
19
Properties=species:S:1:pos:R:3:forces:R:3
H -1.7696 -1.0976 4.6867 1.230 0.878 1.086
C -3.3221 -1.8525 4.8335 0.411 -1.098 1.316
C -3.6448 -1.9431 6.2665 -0.142 0.082 0.591
C -4.2826 -1.1495 4.0259 -0.687 0.674 -0.921
O -2.8812 -3.1024 4.4317 0.390 -0.351 -1.526
C -2.3045 -3.2122 3.1784 0.095 1.154 0.346
O -2.0626 -2.2462 2.4874 -0.156 -0.883 0.555
C -1.9892 -4.6306 2.8613 -0.129 -0.110 -0.158
H -3.9149 -0.9590 6.6477 0.054 -0.110 0.164
H -4.5116 -2.6074 6.3480 -0.276 0.053 0.128
H -2.8783 -2.4039 6.8843 0.272 0.211 -0.130
H -4.5008 -0.1767 4.5019 -0.060 -0.471 -0.403
H -3.9310 -1.0258 2.9983 -0.391 0.130 0.162
H -5.1677 -1.8080 4.0680 -0.294 0.463 -0.365
H -2.4018 -5.2494 3.6490 0.018 -0.271 -0.054
H -2.4662 -4.8634 1.8948 0.469 -0.065 0.339
H -0.8964 -4.7566 2.8301 -0.422 0.015 -0.236
O -1.0868 -0.7077 5.3353 0.468 -0.139 -1.456
H -0.2922 -0.5288 4.7808 -0.852 -0.164 0.560
```
Positions in Å, forces in eV/Å.

Computed properties:
- max |F| (eV Å⁻¹) = 1.86
- E_LUMO (spin up / spin down) (Ha) = 0.0317 / 0.0003
- multiplicity = 2
- ⟨S²⟩ = 0.7530

***

[4]
Formula: C13H19N5O5SZr
Source: OMol25
Level of theory: ωB97M-V/def2-TZVPD

The geometry in XYZ format:
```
44
Properties=species:S:1:pos:R:3:forces:R:3
Zr 0.0885 -1.1389 -0.4098 -1.228 -0.171 -0.480
C -2.0257 -3.3409 -1.0170 -0.146 -0.041 -0.094
O -1.1975 -2.3560 -1.6219 -0.011 -0.266 0.003
C -1.6332 -0.8942 -1.5498 1.481 0.007 0.216
C -1.8254 -0.4165 -2.9572 -0.526 0.168 0.103
H -1.3950 -4.0748 -0.5092 0.002 0.021 -0.015
H -2.6082 -3.8439 -1.7926 -0.014 0.024 0.014
H -2.7048 -2.8680 -0.3042 0.026 0.014 0.000
H -2.7838 -0.7473 -3.3782 0.050 0.030 -0.125
H -1.0206 -0.7458 -3.6264 -0.018 -0.048 -0.014
H -1.8367 0.6760 -2.9453 0.020 -0.024 -0.011
C 1.3454 4.4314 -1.8433 -0.051 0.053 -0.058
N 1.5270 3.1862 -1.1145 0.152 -0.002 0.099
C 2.6809 2.9091 -0.4590 -0.114 -0.164 0.020
C 2.8519 1.7669 0.2464 0.035 0.278 -0.127
C 1.7521 0.8618 0.2484 -0.147 -0.117 0.135
O 1.7675 -0.2686 0.8431 0.088 0.164 0.053
N 0.6096 1.1333 -0.4148 0.243 -0.213 0.168
C 0.4240 2.3028 -1.0878 -0.294 0.194 -0.264
O -0.6066 2.6300 -1.6401 0.154 -0.014 0.075
H 2.3127 4.9102 -1.9767 0.012 -0.016 0.017
H 0.6748 5.1010 -1.3048 -0.006 -0.015 -0.003
H 0.8994 4.2177 -2.8114 0.022 0.018 0.003
H 3.4559 3.6593 -0.5410 0.011 0.014 -0.002
H 3.7689 1.5272 0.7583 0.001 0.015 0.002
C -2.2764 1.4488 1.7806 0.015 -0.031 0.031
C -1.9293 0.7098 3.0740 -0.023 0.106 -0.023
C -1.0856 -0.4931 2.8102 0.108 -0.250 0.050
N -1.1435 -1.1800 1.7223 -0.042 0.391 0.310
N -0.2846 -2.2461 1.6653 -0.041 0.093 0.054
C 0.4611 -2.3392 2.7270 0.135 -0.063 0.258
N 1.4174 -3.2890 2.8585 -0.070 0.059 -0.030
S 0.0786 -1.1481 3.9398 -0.085 -0.151 -0.335
H -2.9870 2.2478 1.9861 0.001 0.003 0.018
H -2.7076 0.7699 1.0458 -0.005 0.011 -0.022
H -1.3848 1.8852 1.3316 0.001 -0.012 -0.022
H -2.8443 0.3785 3.5731 0.025 -0.036 0.025
H -1.4090 1.3622 3.7783 -0.008 0.005 -0.009
H 1.6828 -3.7155 1.9792 0.026 -0.002 0.010
H 2.1705 -3.1091 3.4995 0.021 -0.013 -0.013
O 1.4312 -3.0502 -0.6578 0.070 0.066 0.073
C 1.9517 -2.4938 -1.6547 0.195 -0.224 -0.029
O 1.6267 -1.3265 -2.0073 -0.034 0.116 -0.076
H 2.7112 -3.0296 -2.2427 -0.031 0.022 0.017
```
Positions in Å, forces in eV/Å.

Computed properties:
- max |F| (eV Å⁻¹) = 1.50
- E_LUMO (Ha) = 0.0057
- multiplicity = 1